Density functional theory data (the ωB97M-V functional and the def2-TZVPD basis) for 3 unconnected molecules or ions with the total composition C28H20NO5P2S.

Each line ends with the natural charge from an NBO analysis.
Cartesian coordinates (Å):
S 2.674 4.354 -0.969  -0.75
P 3.113 3.235 -2.523  0.98
P 6.033 3.683 -2.280  1.53
O 7.380 2.842 -1.996  -1.13
O -0.861 1.031 4.525  -0.55
O -4.714 -1.959 -3.355  -0.54
O 2.426 -2.536 2.294  -0.53
O -0.425 0.865 -1.893  -0.53
N 4.727 2.482 -2.450  -1.31
C 1.020 2.064 0.927  -0.18
C -3.837 -0.278 -1.969  -0.15
C -1.286 -0.869 -3.223  -0.16
C -1.026 -2.937 -5.084  -0.20
C 1.465 -0.397 2.178  -0.16
C -5.191 0.954 -0.382  -0.20
C 1.909 1.149 0.365  -0.16
C 0.592 0.527 2.749  -0.08
C -5.081 -0.017 -1.379  -0.16
C 0.361 1.756 2.118  -0.19
C 1.266 -3.228 4.742  -0.19
C -2.401 -1.624 -3.584  -0.07
C 1.034 -2.001 4.108  -0.04
C -3.724 -1.331 -2.997  0.52
C -2.713 0.445 -1.573  -0.06
C -0.083 0.225 4.027  0.53
C -4.063 1.664 0.028  -0.19
C -2.270 -2.665 -4.512  -0.17
C 0.084 -2.166 -4.741  -0.19
C 2.130 -0.083 0.985  -0.15
C -0.043 -1.133 -3.812  -0.16
C 1.694 -1.707 2.819  0.52
C 0.198 -1.057 4.703  -0.15
C -0.385 -1.327 5.947  -0.15
C -2.826 1.415 -0.568  -0.18
C -0.139 -2.544 6.585  -0.21
C 0.678 -3.497 5.979  -0.20
C -1.403 0.198 -2.208  0.59
H 0.842 3.020 0.440  0.25
H -4.148 2.413 0.812  0.22
H -0.329 2.478 2.553  0.23
H -1.950 1.976 -0.244  0.25
H 2.145 2.131 -2.487  -0.05
H 2.824 -0.793 0.538  0.24
H -1.029 -0.590 6.425  0.24
H 6.288 4.452 -3.478  -0.11
H -6.157 1.152 0.077  0.22
H 2.430 1.393 -0.559  0.24
H -3.133 -3.268 -4.788  0.23
H 2.838 3.927 -3.786  -0.07
H -0.587 -2.748 7.555  0.21
H 5.892 4.581 -1.155  -0.08
H -0.925 -3.751 -5.799  0.22
H 0.829 -0.538 -3.545  0.25
H 1.051 -2.372 -5.194  0.22
H 1.907 -3.975 4.277  0.24
H 0.862 -4.449 6.471  0.21
H -5.965 -0.571 -1.691  0.24

Frontier orbital gap in eV: 5.4
Charge: -1
Highest occupied orbital energy in eV: -4.882
Total energy in Ha: -2590.9655
Molecular weight in g/mol: 544.485

Density functional theory data (the ωB97M-V functional and the def2-TZVPD basis) for a single C8H14NOP molecule.

Each line ends with the natural charge from an NBO analysis.
Cartesian coordinates (Å):
P -1.179 -0.518 -0.792  1.94
O -0.358 -1.381 -1.649  -1.10
N 0.961 0.586 0.651  -0.36
C 2.212 0.232 0.181  0.16
C 2.479 0.215 -1.338  -0.66
C 2.994 -0.025 1.212  -0.30
C -2.665 0.075 -1.531  -1.07
C 0.902 0.451 2.001  -0.10
C 2.196 0.232 2.379  -0.28
C -1.829 -1.325 0.657  -1.01
C -0.129 0.918 -0.187  -0.54
H -2.583 1.196 -1.879  0.26
H 0.120 0.978 2.590  0.21
H -1.144 -2.050 1.096  0.27
H 1.814 -0.507 -1.769  0.26
H -3.624 -0.099 -0.855  0.26
H -2.238 -0.525 1.343  0.24
H 3.472 -0.190 -1.547  0.23
H 2.255 1.231 -1.849  0.21
H -2.812 -0.516 -2.469  0.28
H -0.739 1.750 0.284  0.22
H 0.237 1.362 -1.060  0.23
H 2.443 0.068 3.453  0.22
H -2.656 -1.766 0.275  0.23
H 4.094 -0.216 1.240  0.23

Frontier orbital gap in eV: 8.8
Energy relative to the best compared isomer or geometry (same formula, charge and spin) in kcal/mol: 0.0
Highest occupied orbital energy in eV: -8.165
Total energy in Ha: -784.5683
Structure (SMILES): Cc1cccn1CP(C)(C)=O
Molecular weight in g/mol: 171.180

Density functional theory data (the ωB97M-V functional and the def2-TZVPD basis) for 2 unconnected molecules or ions with the total composition C3H3ClN2OS.

Each line ends with the natural charge from an NBO analysis.
Cartesian coordinates (Å):
Cl 2.603 -1.914 0.360  -0.25
S -2.845 -2.273 -0.070  1.02
O -2.155 -3.410 0.422  -0.72
N -0.538 -0.857 0.175  -0.49
N -2.387 0.387 -0.545  -0.47
C -0.231 0.406 0.046  0.08
C -1.371 1.171 -0.397  0.04
C -1.895 -0.888 -0.118  0.13
H 0.713 0.784 0.191  0.20
H -1.416 2.187 -0.616  0.20
H 1.756 -2.387 1.064  0.25

Frontier orbital gap (spin up / spin down) in eV: 9.0 / 7.4
Energy relative to the best compared isomer or geometry (same formula, charge and spin) in kcal/mol: 13.8
2S+1: 3
Highest occupied orbital energy (spin up / spin down) in eV: -8.222 / -10.955
Total energy in Ha: -1159.1153
Molecular weight in g/mol: 150.590

Density functional theory data (the ωB97M-V functional and the def2-TZVPD basis) for a molecular structure, C12H24ClIN4O2PW.

Each line ends with the natural charge from an NBO analysis.
Cartesian coordinates (Å):
W -0.722 0.813 -0.958  0.72
I -2.389 2.808 0.006  0.41
Cl 0.104 2.300 -2.532  -0.15
P 0.838 -0.822 -1.905  0.95
O -1.972 -1.714 -3.639  -0.24
O -2.907 -1.415 -0.985  -0.32
N -1.157 0.098 3.401  -0.39
N 0.489 1.902 3.158  -0.38
N 1.182 -0.420 2.928  -0.38
N -0.215 0.605 1.173  -0.54
C -0.041 -0.837 3.645  -0.10
C 0.881 -0.346 1.479  -0.10
C 2.519 -0.215 -1.474  -0.94
C 0.662 -2.511 -1.217  -0.94
C -0.735 1.440 3.847  -0.10
C -2.093 -0.563 -0.978  0.35
C 1.072 -1.118 -3.682  -0.93
C -1.866 -0.533 -3.733  0.92
C 1.569 0.929 3.401  -0.10
C 0.232 1.930 1.697  -0.11
C -1.401 0.114 1.922  -0.12
C -2.211 0.652 -4.434  -0.83
H 1.052 -2.570 -0.193  0.27
H -0.334 -1.838 3.297  0.22
H 3.230 -0.643 -2.193  0.29
H 1.161 2.224 1.189  0.24
H -1.615 -0.925 1.641  0.23
H -3.020 0.512 -5.186  0.39
H 2.825 -0.528 -0.468  0.26
H 0.447 -1.962 -4.020  0.27
H 0.834 -0.216 -4.251  0.25
H 2.465 1.253 2.866  0.22
H 0.600 -1.351 1.158  0.22
H -0.544 2.701 1.562  0.22
H -2.559 1.393 -3.686  0.32
H -1.546 2.157 3.660  0.22
H -0.397 -2.797 -1.213  0.26
H -2.272 0.759 1.760  0.24
H 1.803 -0.019 0.991  0.22
H 1.223 -3.214 -1.847  0.30
H 2.128 -1.373 -3.842  0.30
H 1.767 0.882 4.484  0.25
H -1.303 1.051 -4.931  0.35
H 2.562 0.882 -1.547  0.27
H -0.519 1.391 4.930  0.26
H 0.173 -0.864 4.721  0.25

Frontier orbital gap (spin up / spin down) in eV: 5.1 / 4.2
Charge: +3
2S+1: 3
Highest occupied orbital energy (spin up / spin down) in eV: -18.223 / -18.084
Total energy in Ha: -2006.2917
Molecular weight in g/mol: 633.521

Density functional theory data (the ωB97M-V functional and the def2-TZVPD basis) for a molecular structure, C10H48BN2O13Y.

Each line ends with the Mulliken charge.
Cartesian coordinates (Å):
Y 4.248 -3.763 2.309  1.19
O 2.565 1.665 -2.453  -0.65
O 2.620 -3.429 5.821  -0.59
O 7.230 -1.819 0.638  -0.59
O 6.524 -1.535 5.100  -0.60
O -2.668 -1.644 1.805  -0.64
O -4.085 5.278 1.005  -0.34
O 5.033 -1.632 -3.680  -0.62
O 2.096 -6.980 1.457  -0.46
O -1.059 -1.461 6.630  -0.63
O 2.666 3.011 4.353  -0.65
O -2.808 -0.640 -4.282  -0.31
O -2.239 -5.708 3.345  -0.64
O 3.667 -6.150 -0.862  -0.47
N -0.752 6.637 2.048  -0.74
N -4.135 1.870 -4.766  -0.71
C 2.749 -7.301 -0.978  -0.25
C 2.198 -7.915 0.384  -0.25
C -4.645 4.048 1.174  -0.72
C -2.095 6.732 1.488  0.50
C -4.337 1.205 -6.985  -1.61
C -4.151 0.651 -5.600  0.44
C -2.100 7.520 0.180  -1.35
C -1.681 -1.507 -4.051  -0.73
C -2.822 -0.060 -5.585  -0.82
C -2.622 5.311 1.273  -0.67
B 1.997 -0.804 1.509  0.43
H -2.219 -4.862 2.897  0.32
H -5.279 1.744 -7.086  0.38
H 4.980 -2.478 -3.236  0.31
H 2.883 -3.807 6.660  0.29
H 3.134 0.925 -2.662  0.31
H -2.883 -1.469 0.889  0.31
H 2.855 -8.759 0.597  0.23
H 1.844 -2.906 6.026  0.31
H 1.311 0.004 1.306  -0.26
H 2.576 -0.524 2.375  -0.36
H -1.373 -6.084 3.188  0.32
H -1.551 -2.325 -4.759  0.29
H 7.372 -0.897 0.853  0.31
H -4.473 0.397 -7.704  0.40
H -4.013 3.287 0.716  0.28
H 2.816 3.671 3.676  0.31
H 1.533 -1.758 1.706  -0.34
H -3.413 1.671 -7.327  0.42
H 2.090 1.390 -1.670  0.33
H 1.931 -6.867 -1.554  0.24
H -2.051 4.796 0.500  0.32
H -2.751 -0.921 -6.250  0.48
H -2.501 4.796 2.226  0.32
H -4.970 -0.035 -5.384  0.28
H -3.712 2.615 -5.300  0.29
H -1.726 -1.988 -3.074  0.25
H -4.686 3.841 2.243  0.29
H 7.454 -1.341 4.976  0.31
H 5.904 -1.622 -4.076  0.31
H 7.948 -2.040 0.044  0.29
H -1.287 -0.956 5.849  0.32
H -1.832 -1.198 1.945  0.33
H -0.811 -0.885 -4.257  0.30
H 2.589 -0.887 0.611  -0.26
H -3.351 1.726 -4.146  0.27
H -1.328 7.052 -0.431  0.37
H -5.625 3.782 0.776  0.29
H 6.293 -1.090 5.915  0.31
H -0.907 6.370 3.010  0.26
H -3.085 7.405 -0.273  0.31
H -1.897 8.588 0.250  0.37
H -1.954 0.594 -5.660  0.39
H 2.740 2.175 3.893  0.32
H 1.224 -8.376 0.219  0.27
H -1.432 -0.961 7.356  0.31
H 3.204 -8.104 -1.557  0.27
H -0.309 7.542 2.123  0.24
H -2.656 7.189 2.304  0.28

Frontier orbital gap in eV: 3.8
Highest occupied orbital energy in eV: -7.833
Total energy in Ha: -1559.9695
Molecular weight in g/mol: 504.213

Density functional theory data (the ωB97M-V functional and the def2-TZVPD basis) for a molecular structure, C18H22MoN3O4S.

Each line ends with the natural charge from an NBO analysis.
Cartesian coordinates (Å):
Mo -1.352 -0.425 0.350  1.56
S -1.163 -2.150 2.033  0.48
O 3.609 -1.815 -4.139  -0.71
O -1.584 3.486 -0.065  -0.43
O 5.173 1.838 0.353  -0.71
O -3.454 -0.538 0.625  -0.63
N -2.335 1.328 0.395  -0.68
N 0.502 0.455 0.788  -0.54
N -0.203 -0.916 -1.228  -0.53
C 0.710 1.301 1.819  0.07
C 1.132 -0.606 -1.222  0.20
C 2.987 1.646 1.176  0.14
C 2.764 0.788 0.094  -0.21
C -2.735 -3.021 2.234  -0.73
C -4.685 1.618 0.191  -0.53
C -0.910 -1.405 3.666  -0.73
C -4.005 2.988 -0.014  -0.52
C -3.530 0.729 0.440  0.73
C 1.952 -1.032 -2.233  -0.21
C 4.323 2.283 1.369  -0.12
C 0.051 -2.077 -3.296  -0.21
C -0.723 -1.639 -2.262  0.07
C -2.503 2.764 0.071  0.71
C 1.923 1.904 2.044  -0.21
C 1.424 -1.780 -3.295  0.18
C 2.307 -2.241 -4.401  -0.13
C 1.525 0.224 -0.080  0.25
H 4.183 3.373 1.358  0.23
H 1.905 -1.839 -5.343  0.24
H -4.230 3.444 -0.978  0.30
H -2.981 -3.491 1.285  0.27
H 2.035 2.580 2.881  0.27
H -3.515 -2.331 2.546  0.27
H 4.209 -2.092 -4.842  0.52
H 3.575 0.607 -0.598  0.29
H 3.008 -0.802 -2.239  0.29
H -0.873 -2.231 4.375  0.29
H -0.139 1.498 2.463  0.23
H -2.561 -3.791 2.986  0.29
H 2.219 -3.336 -4.467  0.23
H 4.689 2.023 2.372  0.23
H -5.382 1.586 1.031  0.31
H -5.237 1.258 -0.681  0.30
H 0.049 -0.893 3.664  0.26
H -4.279 3.717 0.750  0.30
H -0.401 -2.646 -4.098  0.28
H 6.044 2.244 0.435  0.52
H -1.788 -1.849 -2.223  0.24
H -1.732 -0.736 3.910  0.26

Frontier orbital gap (spin up / spin down) in eV: 6.1 / 6.5
Energy relative to the best compared isomer or geometry (same formula, charge and spin) in kcal/mol: 0.0
Charge: +3
2S+1: 3
Highest occupied orbital energy (spin up / spin down) in eV: -18.209 / -18.231
Total energy in Ha: -1629.7553
Molecular weight in g/mol: 472.398

Density functional theory data (the ωB97M-V functional and the def2-TZVPD basis) for a single C4H5N2OPS molecule.

Each line ends with the natural charge from an NBO analysis.
Cartesian coordinates (Å):
S 2.669 -0.738 1.844  -0.56
P 0.769 -0.511 1.426  0.82
O -1.138 -1.489 -0.982  -0.67
N -2.682 1.420 -0.439  -0.25
N 1.444 2.592 -0.313  -0.25
C 1.051 1.547 -0.348  0.25
C -1.771 0.782 -0.554  0.20
C 0.665 0.103 -0.344  -0.62
C -0.694 -0.163 -1.076  0.04
H 0.178 0.417 2.323  0.02
H -1.414 -1.676 -0.073  0.48
H 1.450 -0.442 -0.896  0.31
H -0.523 0.019 -2.150  0.24
H 0.075 -1.748 1.576  -0.01

Frontier orbital gap in eV: 9.2
Highest occupied orbital energy in eV: -9.390
Total energy in Ha: -1079.6520
Structure (SMILES): N#C[C@H](O)[C@@H](C#N)[PH2]=S
Molecular weight in g/mol: 160.138

Density functional theory data (the ωB97M-V functional and the def2-TZVPD basis) for 5 unconnected molecules or ions with the total composition C27H64ClO12S2.

Each line ends with the Mulliken charge.
Cartesian coordinates (Å):
Cl -2.203 -1.560 -6.861  -0.16
S 2.177 0.740 -6.457  0.15
S 3.771 -0.530 -6.514  -0.10
O 1.555 -3.026 4.146  -0.34
O 1.333 -0.514 -2.284  -0.24
O 2.411 -3.219 -3.037  -0.37
O -1.720 5.823 -3.247  -0.31
O -1.443 2.988 -4.275  -0.26
O 3.664 -0.900 3.643  -0.38
O -2.512 0.052 5.941  -0.26
O -2.206 2.949 -1.350  -0.34
O 0.009 -2.746 -0.716  -0.41
O -1.406 2.032 3.398  -0.32
O 4.008 -3.662 5.812  -0.33
O -4.249 1.043 3.647  -0.47
C -0.054 -2.568 0.690  -0.45
C -3.327 2.144 -1.048  -0.69
C -2.370 5.285 -4.380  -0.59
C 3.748 -3.879 7.182  -0.77
C 0.177 -1.261 -2.638  1.47
C -0.266 -0.158 -5.595  -0.06
C -1.069 -1.443 -5.503  -0.28
C -0.581 2.987 -3.150  -0.52
C 2.209 -3.253 -4.421  -0.53
C -0.660 -1.776 -1.486  -0.67
C 0.667 -0.199 -6.809  -0.72
C -3.705 2.252 4.145  -0.32
C -0.822 1.689 2.169  -0.09
C 1.749 -1.814 4.856  -0.39
C 3.170 -2.112 -2.587  -0.46
C -3.339 -0.742 5.114  -0.64
C 2.324 -0.678 4.045  0.11
C -1.101 2.277 -1.921  0.29
C -2.610 3.798 -4.259  -0.32
C -3.006 0.309 7.239  -0.87
C 2.405 -1.206 -1.652  0.11
C 3.942 -0.661 2.286  -0.54
C -2.572 2.832 3.331  -0.23
C 2.673 -3.813 3.782  -0.13
C -3.507 -0.160 3.729  0.08
C 3.357 -4.540 4.918  -0.82
C -0.623 6.669 -3.513  -0.77
H 3.497 -1.504 -3.441  0.08
H -2.871 -1.729 4.996  0.35
H 1.681 -0.507 3.173  -0.23
H -0.416 -2.311 -5.548  0.09
H 2.259 -4.587 3.130  0.40
H 0.202 0.222 -7.697  0.62
H 4.443 -4.609 7.607  0.30
H 4.107 -5.207 4.471  0.40
H 0.045 6.625 -2.653  0.23
H 2.094 -2.230 -4.801  0.02
H -3.243 3.574 -3.400  0.08
H -0.070 6.345 -4.400  0.36
H 0.841 -3.010 1.126  0.15
H -2.596 1.263 7.569  0.26
H -0.945 7.706 -3.651  0.29
H 2.294 0.225 4.667  0.45
H -3.160 3.500 -5.156  0.39
H -2.897 2.965 2.293  0.06
H -1.801 5.492 -5.293  0.34
H -3.354 5.762 -4.483  0.40
H 2.722 -4.221 7.347  0.36
H 1.279 -3.795 -4.607  0.27
H 0.440 -2.060 -3.336  -0.65
H -0.290 2.248 -1.182  0.37
H -1.635 -1.478 -4.580  0.24
H 4.231 0.382 2.113  0.36
H -0.929 -3.067 1.113  0.38
H 4.065 -2.481 -2.075  0.51
H 2.095 -1.717 -0.742  -0.27
H 0.279 -0.017 -4.662  -0.12
H -0.973 -0.929 -0.864  0.30
H -1.564 -2.226 -1.920  0.43
H -4.105 -0.882 3.166  0.44
H -1.362 1.242 -2.172  -0.32
H -0.234 3.991 -2.900  0.11
H 2.625 -5.163 5.442  0.36
H -2.693 -0.467 7.944  0.28
H -1.570 1.570 1.378  -0.05
H 2.313 -1.965 5.777  0.04
H 0.295 2.416 -3.478  0.35
H 0.741 -1.500 5.141  0.47
H 3.398 -3.244 3.194  0.12
H -0.460 -0.552 -3.178  -0.61
H -3.423 1.307 -1.746  0.38
H -0.953 0.675 -5.723  0.56
H -4.530 2.966 4.079  0.41
H 3.083 -0.901 1.650  0.04
H 2.354 1.474 -7.568  0.31
H 3.632 -1.005 -7.761  0.23
H 0.981 -1.209 -7.065  0.38
H 3.023 -3.754 -4.959  0.34
H -4.097 0.379 7.248  0.39
H -3.427 2.173 5.197  0.08
H 3.102 -0.416 -1.360  0.45
H 4.776 -1.303 1.997  0.33
H -2.340 3.824 3.740  0.40
H 3.882 -2.929 7.699  0.24
H -0.319 0.728 2.304  -0.16
H -3.269 1.754 -0.026  0.10
H -0.080 2.435 1.864  0.44
H -4.222 2.760 -1.125  0.25
H -2.540 -0.077 3.227  -0.15
H -0.084 -1.507 0.959  0.12
H -4.324 -0.888 5.570  0.39

Frontier orbital gap in eV: 5.9
Charge: +1
Highest occupied orbital energy in eV: -10.427
Total energy in Ha: -3226.0220
Molecular weight in g/mol: 680.384

Q: Among the records above, which one has the highest molecular weight?
A: C27H64ClO12S2